Record 1
ORCA calculation (the ωB97M-V functional and the def2-TZVPD basis) on a structure of composition C36H32Cl5F4LuN6O.

Output
Lowest unoccupied orbital energy = -0.004 Eh
Energy above the lowest of the compared OMol25 structures with the same formula, charge and spin = 1.7 kJ/mol
HOMO = -7.485 eV
HOMO-LUMO gap = 0.271 Ha

Element x y z (Å)
Lu1 -3.34090 -16.52498 4.71547
C1 -5.92456 -12.06155 7.75056
N1 -5.81630 -12.70873 6.47008
C2 -6.12053 -11.74247 5.42316
C3 -6.81346 -13.79785 6.42315
C4 -6.33207 -14.89196 5.45513
N2 -5.21683 -15.75057 5.92478
C5 -5.53136 -16.63214 6.86695
C6 -4.47432 -17.24853 7.53630
F1 -3.19695 -16.79877 7.18568
C7 -4.58415 -18.31526 8.39180
F2 -3.50508 -18.86485 9.06655
C8 -5.80469 -18.87292 8.70091
C9 -6.86163 -18.21216 8.12895
F3 -8.13075 -18.67406 8.45190
C10 -6.78092 -17.13085 7.25395
F4 -8.00433 -16.63804 6.84960
H1 -6.95070 -11.88840 8.02340
H2 -5.36231 -11.14635 7.78545
H3 -5.48991 -12.74436 8.46351
H4 -7.14815 -11.23630 5.47867
H5 -6.02944 -12.17134 4.43973
H6 -5.41531 -10.86822 5.44727
H7 -7.77773 -13.45686 6.10301
H8 -6.97918 -14.24643 7.41134
H9 -5.86056 -14.29635 4.63368
H10 -7.23598 -15.35739 5.09348
H11 -6.02681 -19.67813 9.34655
C11 -2.41856 -20.82456 4.02863
C12 -2.21833 -19.66699 5.03842
O1 -3.04077 -18.81631 5.31353
N3 -0.97341 -19.63278 5.56775
C13 -0.59289 -18.55551 6.44193
C14 0.06949 -17.44610 5.66532
C15 1.43659 -17.48919 5.45818
C16 2.02002 -16.58078 4.56661
C17 1.19187 -15.62300 3.98853
C18 -0.12548 -15.55788 4.32496
N4 -0.70102 -16.47983 5.17613
H12 -1.76541 -20.54989 3.22589
H13 -3.53058 -20.88396 3.81511
H14 -2.03142 -21.76305 4.40904
H15 -0.31722 -20.36441 5.29186
H16 0.09218 -18.97794 7.19703
H17 -1.54494 -18.22823 6.92028
H18 2.09196 -18.23110 5.92034
H19 3.06389 -16.68395 4.26781
H20 1.55090 -14.85852 3.37289
H21 -0.85808 -14.82034 3.90458
C19 -6.40443 -17.63572 3.42093
N5 -4.94734 -17.57058 3.25352
C20 -4.48978 -18.16519 2.23507
C21 -3.07046 -18.19123 1.95536
C22 -2.40304 -18.54856 0.77807
C23 -1.06171 -18.42542 1.04332
C24 -0.97525 -17.96882 2.33310
N6 -2.16614 -17.73003 2.88480
C25 -6.96710 -18.77754 4.23260
C26 -8.32966 -18.74284 4.55836
C27 -8.92275 -19.68982 5.32462
C28 -8.13489 -20.73464 5.84488
C29 -6.79587 -20.83233 5.47957
C30 -6.23846 -19.85440 4.62552
H22 -6.81596 -17.66706 2.40481
H23 -6.76135 -16.72070 3.89446
H24 -5.17984 -18.67492 1.49303
H25 -2.83073 -18.95715 -0.09976
H26 -0.29327 -18.52238 0.30704
H27 -0.07788 -17.52554 2.78996
H28 -9.01012 -17.99579 4.18853
H29 -9.94129 -19.68791 5.58394
H30 -8.58472 -21.43312 6.56180
H31 -6.27941 -21.77382 5.73993
H32 -5.17889 -19.90846 4.42809
Cl1 -2.15329 -13.88215 6.38004
C31 -2.89113 -13.23990 4.91861
C32 -3.23753 -14.21095 3.95628
C33 -3.58662 -13.74709 2.73093
Cl2 -3.90521 -14.91770 1.53579
C34 -3.70248 -12.36452 2.41365
Cl3 -4.46538 -11.88708 0.96209
C35 -3.38894 -11.41551 3.40819
Cl4 -3.59224 -9.72772 3.06592
C36 -2.89846 -11.87020 4.61958
Cl5 -2.24262 -10.70982 5.69691



Record 2
ORCA calculation (the ωB97M-V functional and the def2-TZVPD basis) on a structure of composition C36H32ClFeN4P.

Output
Lowest unoccupied orbital energy (spin up / spin down) = -0.301 / -0.389 Eh
Energy above the lowest of the compared OMol25 structures with the same formula, charge and spin = 17.8 kJ/mol
HOMO (spin up / spin down) = -16.463 / -16.846 eV
Multiplicity = 6
HOMO-LUMO gap (spin up / spin down) = 0.304 / 0.230 Ha
Charge = +3

Element x y z (Å)
Fe1 0.51481 -0.75146 -0.06655
C1 0.17033 -0.84984 2.53743
N1 -0.41122 -1.76291 1.49528
C2 0.04503 -3.16918 1.60800
C3 1.21593 -3.50966 0.71391
C4 1.86768 -4.71876 0.88650
C5 2.91882 -5.04387 0.04725
C6 3.29426 -4.13977 -0.93889
C7 2.60237 -2.95565 -1.04702
N2 1.56436 -2.63917 -0.24623
C8 -1.86786 -1.62242 1.27754
C9 -2.14995 -2.03433 -0.14176
C10 -3.25028 -2.78071 -0.50389
C11 -3.42607 -3.10332 -1.84613
C12 -2.48685 -2.68267 -2.77139
C13 -1.39821 -1.95034 -2.33184
N3 -1.23425 -1.62013 -1.04490
C14 1.67357 -0.71618 2.34860
C15 2.55496 -1.19729 3.28139
C16 3.91359 -0.94998 3.05408
C17 4.29977 -0.25529 1.91667
C18 3.33913 0.14247 0.99901
N4 2.03754 -0.08208 1.20843
H1 -0.06391 -1.15458 3.55942
H2 -0.29923 0.12240 2.37212
H3 -0.79691 -3.81133 1.34090
H4 0.28227 -3.38875 2.65118
H5 1.54870 -5.39519 1.66935
H6 3.44032 -5.98517 0.16195
H7 4.11038 -4.35063 -1.61559
H8 2.87339 -2.23855 -1.81098
H9 -2.12130 -0.57128 1.43008
H10 -2.43846 -2.20836 2.00023
H11 -3.96005 -3.10059 0.24796
H12 -4.28495 -3.68443 -2.15627
H13 -2.58324 -2.92256 -3.82104
H14 -0.64059 -1.61045 -3.02480
H15 2.21233 -1.71854 4.16449
H16 4.66091 -1.28892 3.76025
H17 5.34130 -0.03367 1.72897
H18 3.59838 0.66507 0.08671
Cl1 1.46867 -0.05043 -2.33033
C19 0.40476 1.26335 -2.98283
C20 0.56034 1.51359 -4.32567
C21 -0.24043 2.51548 -4.87141
C22 -1.14597 3.20619 -4.07847
C23 -1.25676 2.91766 -2.72512
C24 -0.46401 1.92667 -2.14024
P1 -0.53640 1.61316 -0.37454
C25 0.60470 2.74589 0.42070
C26 0.59901 2.87237 1.81498
C27 1.54002 3.67012 2.44099
C28 2.49673 4.34274 1.68594
C29 2.50572 4.22419 0.30440
C30 1.55731 3.43055 -0.33079
C31 -2.22243 1.90603 0.14946
C32 -2.54874 2.96056 1.00428
C33 -3.88022 3.20697 1.31877
C34 -4.87979 2.42216 0.76735
C35 -4.56432 1.39149 -0.11358
C36 -3.24162 1.13534 -0.42740
H19 1.26727 0.96256 -4.92939
H20 -0.15049 2.74253 -5.92556
H21 -1.76787 3.97460 -4.51688
H22 -1.96521 3.46521 -2.11455
H23 -0.15978 2.38556 2.41675
H24 1.52137 3.78929 3.51630
H25 3.22234 4.97647 2.17859
H26 3.23572 4.76560 -0.28229
H27 1.56422 3.36960 -1.41225
H28 -1.77924 3.59479 1.42042
H29 -4.13284 4.02128 1.98407
H30 -5.91540 2.62573 1.00659
H31 -5.35212 0.80646 -0.56959
H32 -3.01133 0.37433 -1.15910



Record 3
ORCA calculation (the ωB97M-V functional and the def2-TZVPD basis) on a structure of composition C36H32CuN3O2STe.

Output
Lowest unoccupied orbital energy = 0.006 Eh
Energy above the lowest of the compared OMol25 structures with the same formula, charge and spin = 0.0 kJ/mol
HOMO = -7.574 eV
HOMO-LUMO gap = 0.284 Ha

Element x y z (Å)
Cu1 1.10827 -1.64264 -1.17284
C1 -0.96002 3.19988 3.27829
C2 -0.81815 2.14778 2.21046
C3 -1.91076 1.44697 1.72572
C4 -1.79317 0.48154 0.73184
C5 -2.98456 -0.30613 0.35530
O1 -2.96115 -1.41310 -0.15993
C6 -4.33163 0.28587 0.67690
C7 -4.68791 1.54020 0.19388
C8 -5.95820 2.04187 0.43237
C9 -6.86869 1.30271 1.17511
C10 -6.51266 0.05359 1.66333
C11 -5.25010 -0.45924 1.40468
C12 -0.51913 0.19075 0.14655
O2 -0.47453 -0.62182 -0.83856
C13 0.62849 0.87050 0.68759
C14 0.42086 1.84094 1.67121
C15 2.02932 0.57533 0.33304
N1 2.41146 -0.51070 -0.24625
C16 3.82277 -0.83750 -0.41567
C17 4.09468 -2.24824 0.09623
Te1 3.93491 -2.53405 2.21860
C18 1.83853 -2.36953 2.41515
C19 1.31638 -1.54176 3.40268
C20 -0.05828 -1.42799 3.57129
C21 -0.91792 -2.11772 2.73368
C22 -0.40057 -2.94347 1.74419
C23 0.97156 -3.08680 1.59497
C24 3.03809 1.63075 0.68801
C25 3.74716 1.59936 1.88344
C26 4.67963 2.58652 2.16425
C27 4.90924 3.60857 1.25360
C28 4.20011 3.64334 0.06199
C29 3.26328 2.65904 -0.21883
H1 -1.96366 3.18991 3.70252
H2 -0.78070 4.20018 2.87880
H3 -0.25126 3.04227 4.09319
H4 -2.88677 1.64148 2.15446
H5 -3.96754 2.11924 -0.37090
H6 -6.23734 3.01162 0.04154
H7 -7.85656 1.69893 1.36980
H8 -7.22241 -0.52655 2.23854
H9 -4.97554 -1.44582 1.75695
H10 1.27855 2.37548 2.05864
H11 4.48219 -0.11888 0.07191
H12 4.03854 -0.81592 -1.49001
H13 5.12093 -2.53542 -0.13499
H14 3.43312 -2.96655 -0.38515
H15 1.98085 -0.97278 4.04187
H16 -0.45370 -0.77524 4.33889
H17 -1.98911 -2.01244 2.84565
H18 -1.07535 -3.48682 1.09542
H19 1.36335 -3.75010 0.83265
H20 3.57841 0.79077 2.58242
H21 5.23204 2.55383 3.09418
H22 5.63813 4.37715 1.47378
H23 4.37313 4.43927 -0.65034
H24 2.70078 2.68786 -1.14456
N2 -1.08953 -3.44075 -1.40796
C30 -0.16867 -2.92355 -2.29472
S1 1.44246 -3.50746 -2.35185
N3 -0.77707 -2.16535 -3.25146
C31 -0.26603 -1.32337 -4.25331
C32 -1.18798 -0.85078 -5.18852
C33 -0.79618 0.01476 -6.19256
C34 0.52713 0.42258 -6.28885
C35 1.44313 -0.04741 -5.36229
C36 1.06022 -0.91132 -4.34584
H25 -0.65865 -4.04469 -0.72452
H26 -1.68061 -2.73100 -0.96536
H27 -1.78079 -2.13346 -3.15261
H28 -2.22160 -1.16992 -5.12213
H29 -1.52900 0.36691 -6.90650
H30 0.83826 1.09466 -7.07679
H31 2.48012 0.25755 -5.42487
H32 1.79739 -1.27366 -3.64741



Which of these has the lowest energy above the lowest of the compared OMol25 structures with the same formula, charge and spin? C36H32CuN3O2STe



Which of these has the highest energy above the lowest of the compared OMol25 structures with the same formula, charge and spin? C36H32ClFeN4P



Which formula does entry 3 have? C36H32CuN3O2STe